Entry 1:
Computed, not measured: a gas-phase ion, C3H4Cl2N3O (charge +1), with ωB97M-V with the def2-TZVPD basis set.

```
13
C3H4Cl2N3O (ωB97M-V with the def2-TZVPD basis set)
C 0.81 0.66 1.28
C 0.42 -1.40 -0.47
C -0.23 0.85 0.25
N -0.16 -0.26 -0.73
N 1.77 -0.41 1.12
N 1.26 -1.49 0.49
O 0.92 1.34 2.25
Cl -0.04 -2.76 -1.32
Cl 2.59 -0.79 2.59
H -1.10 0.78 0.82
H -0.12 1.73 -0.28
H -0.54 -0.12 -1.61
H 1.59 -2.44 0.74
```

Results
M in g mol⁻¹: 169.0
HOMO energy in eV: -14.27
LUMO energy in eV: -4.08
Frontier orbital gap in eV: 10.19
Structure (SMILES): O=C1CNC(Cl)=[NH+]N1Cl
Total charge: +1

Here are the Löwdin charges for atoms 1 to 5, given in e:
1 C -0.437
2 C -0.765
3 C 0.019
4 N 0.095
5 N -0.394

---

Entry 2:
Computed, not measured: a molecular structure, C4H7NO, with ωB97M-V with the def2-TZVPD basis set.

```
13
C4H7NO (ωB97M-V with the def2-TZVPD basis set)
O -0.68 1.89 -0.90
C -0.02 0.70 -0.98
C 1.39 -0.21 0.13
N 0.38 -1.23 0.24
C -0.71 -0.64 0.98
C -0.70 -0.52 -0.50
H -1.32 1.82 -0.17
H 1.00 0.68 -1.31
H 1.75 0.23 1.06
H 2.24 -0.56 -0.49
H -0.50 0.24 1.59
H -1.39 -1.36 1.43
H -1.45 -1.06 -1.08
```

Results
M in g mol⁻¹: 85.1
HOMO energy in eV: -7.86
LUMO energy in eV: 0.83
Frontier orbital gap in eV: 8.69

Here are the Löwdin charges for atoms 1 to 5, given in e:
1 O 0.021
2 C -0.209
3 C -0.087
4 N -0.084
5 C -0.126

---

Entry 3:
Computed, not measured: a molecular structure, C5H7O3Tb, with ωB97M-V with the def2-TZVPD basis set.

```
16
C5H7O3Tb (ωB97M-V with the def2-TZVPD basis set)
O 1.86 0.65 0.05
Tb 3.08 2.68 -0.02
O 0.99 2.61 -0.17
C 0.68 1.39 -0.07
O -0.41 0.85 -0.07
C 1.83 -0.80 0.17
C 3.19 -1.33 0.00
H 1.40 -1.05 1.14
H 1.15 -1.16 -0.62
H 3.48 -2.23 0.55
H 3.83 -0.96 -0.80
C -3.70 -0.51 -0.48
C -4.53 0.21 0.14
H -5.31 0.75 -0.41
H -4.39 0.41 1.22
H -3.15 -1.50 -0.62
```

Results
M in g mol⁻¹: 274.0
Multiplicity: 8
HOMO energy (alpha / beta) in eV: -18.63 / -22.05
<S²>: 16.47
LUMO energy (alpha / beta) in eV: -13.81 / -14.09
Frontier orbital gap (alpha / beta) in eV: 4.83 / 7.96
Total charge: +3

Here are the Löwdin charges for atoms 1 to 5, given in e:
1 O -0.221
2 Tb 2.413
3 O -0.128
4 C -0.700
5 O 0.192

---

Entry 4:
Computed, not measured: C6H8FN in the gas phase, with ωB97M-V with the def2-TZVPD basis set.

```
16
C6H8FN (ωB97M-V with the def2-TZVPD basis set)
C -1.05 0.94 0.39
C 0.18 1.48 0.57
C 1.13 0.38 0.42
C 0.23 -0.77 1.07
C -0.98 -0.58 0.15
C -0.26 -0.67 -1.29
H 0.26 2.60 0.65
H 2.10 0.70 0.74
H 0.67 -1.76 0.93
H -0.11 -0.63 2.02
H -1.85 -1.24 0.20
H -0.88 -0.18 -2.04
H -0.29 -1.67 -1.62
H 1.88 -0.39 -1.47
N 1.06 0.05 -0.99
F -2.09 1.73 0.30
```

Results
M in g mol⁻¹: 113.1
HOMO energy in eV: -8.38
LUMO energy in eV: 1.05
Frontier orbital gap in eV: 9.43
Structure (SMILES): FC1=C[C@H]2C[C@@H]1CN2

Here are the Löwdin charges for atoms 1 to 5, given in e:
1 C -0.288
2 C -0.008
3 C -0.310
4 C -0.095
5 C -0.157

---

Entry 5:
Computed, not measured: a molecular structure, C3H4N2S, with ωB97M-V with the def2-TZVPD basis set.

```
10
C3H4N2S (ωB97M-V with the def2-TZVPD basis set)
C -0.60 1.19 -0.07
C 0.34 -0.28 -1.13
C -0.08 -0.37 1.54
N -0.61 0.83 1.10
N 0.46 -0.09 -2.34
S 0.67 -1.39 0.11
H -0.97 2.07 -0.54
H 0.73 -0.21 2.26
H -0.86 -0.99 2.00
H 0.92 -0.77 -2.93
```

Results
M in g mol⁻¹: 100.1
HOMO energy in eV: -8.51
LUMO energy in eV: 0.83
Frontier orbital gap in eV: 9.34

Here are the Löwdin charges for atoms 1 to 5, given in e:
1 C 0.003
2 C -0.679
3 C -0.459
4 N -0.075
5 N 0.037

---

Entry 6:
Computed, not measured: 2 unconnected molecules or ions with the total composition C9H8BrN3O2, with ωB97M-V with the def2-TZVPD basis set.

```
23
C9H8BrN3O2 (ωB97M-V with the def2-TZVPD basis set)
C 3.16 1.41 0.08
C 2.43 1.69 -1.01
C 2.70 0.49 1.06
C 1.16 1.17 -1.20
C 1.45 -0.10 0.82
C 0.72 0.18 -0.36
C -0.78 -1.86 0.19
C -0.66 -0.49 -0.51
C -1.78 0.19 0.31
N -1.36 -1.77 1.32
N -1.96 -0.57 1.44
N -3.53 -1.00 -1.03
O -3.13 -1.48 -2.05
O -4.49 -1.26 -0.38
Br -2.13 1.96 0.34
H 4.10 1.89 0.43
H 2.79 2.54 -1.74
H 3.09 0.44 1.99
H 0.50 1.37 -2.02
H 1.20 -0.92 1.54
H -0.33 -2.83 0.02
H -0.66 -0.68 -1.63
H -2.47 -0.36 2.40
```

Results
M in g mol⁻¹: 270.1
Multiplicity: 3
HOMO energy (alpha / beta) in eV: -6.58 / -9.36
<S²>: 2.01
LUMO energy (alpha / beta) in eV: 0.27 / -2.03
Frontier orbital gap (alpha / beta) in eV: 6.84 / 7.33

Here are the Löwdin charges for atoms 1 to 5, given in e:
1 C -0.105
2 C -0.116
3 C -0.052
4 C -0.066
5 C -0.028

---

Entry 7:
Computed, not measured: C6H18BClNO2PSi in the gas phase, with ωB97M-V with the def2-TZVPD basis set.

```
31
C6H18BClNO2PSi (ωB97M-V with the def2-TZVPD basis set)
C 1.29 -1.68 2.29
C 1.72 -0.21 2.31
C 0.64 0.76 1.84
Cl -0.82 0.65 2.92
Si 0.06 0.50 0.03
C 1.47 -0.15 -1.03
C 1.09 -0.02 -2.51
N -0.25 -0.59 -2.68
P -0.37 2.62 -0.68
O -0.57 2.84 -2.14
B -1.65 -0.61 -0.06
C -3.08 0.03 -0.16
O -1.45 -1.96 0.02
H 0.55 -1.88 1.50
H 0.83 -1.98 3.23
H 2.14 -2.34 2.11
H 2.58 -0.06 1.66
H 2.03 0.08 3.32
H 0.99 1.78 1.98
H 1.64 -1.20 -0.75
H 2.40 0.38 -0.83
H 1.02 1.04 -2.76
H 1.86 -0.47 -3.15
H -0.27 -1.55 -2.35
H -0.54 -0.59 -3.65
H -1.43 3.06 0.17
H 0.66 3.40 -0.09
H -3.88 -0.71 -0.22
H -3.14 0.68 -1.03
H -3.26 0.66 0.72
H -2.26 -2.47 -0.01
```

Results
M in g mol⁻¹: 241.5
HOMO energy in eV: -9.09
LUMO energy in eV: 0.47
Frontier orbital gap in eV: 9.55
Structure (SMILES): CC[C@H](Cl)[Si@](CCN)([PH2]=O)B(C)O

Here are the Löwdin charges for atoms 1 to 5, given in e:
1 C -0.114
2 C -0.334
3 C -0.765
4 Cl 0.579
5 Si 0.594

---

Entry 8:
Computed, not measured: a molecular structure, C18H34BBrINO10PSi, with ωB97M-V with the def2-TZVPD basis set.

```
68
C18H34BBrINO10PSi (ωB97M-V with the def2-TZVPD basis set)
C 2.01 -0.60 1.09
Si 1.03 -0.31 -0.48
C 1.67 1.30 -1.20
C 1.32 -1.78 -1.58
N -0.73 -0.09 0.11
C -1.13 -0.95 1.30
O -2.50 -0.66 1.40
C -2.97 -0.76 0.06
B -4.55 -0.57 -0.23
O -5.21 -1.60 -0.79
O -5.28 0.52 0.05
C -1.90 0.02 -0.80
Br -1.92 -0.98 -2.47
P -2.57 1.81 -1.09
O -1.28 2.81 -0.95
I -3.13 1.91 -3.46
H 1.69 -1.53 1.54
H 1.94 0.22 1.79
H 3.03 -0.75 0.78
H 1.63 2.04 -0.42
H 1.06 1.60 -2.05
H 2.69 1.11 -1.49
H 2.38 -1.93 -1.68
H 0.97 -1.55 -2.57
H 0.81 -2.69 -1.28
H -0.68 0.85 0.53
H -0.91 -2.00 1.18
H -0.70 -0.45 2.15
H -2.73 -1.79 -0.22
H -4.60 -2.29 -1.09
H -4.76 1.14 0.59
H -0.67 2.71 -1.70
O 5.19 -0.46 1.53
C 5.25 -1.31 2.37
O 4.57 -2.47 2.26
C 4.74 -3.26 3.47
C 6.03 -2.75 4.09
C 6.02 -1.28 3.67
H 3.89 -3.10 4.12
H 4.79 -4.31 3.20
H 6.08 -2.91 5.16
H 6.89 -3.25 3.64
H 5.47 -0.65 4.38
H 7.01 -0.87 3.51
O 2.65 -2.42 6.00
C 1.74 -1.66 5.81
O 1.80 -0.67 4.88
C 0.61 0.14 4.95
C -0.44 -0.75 5.61
C 0.42 -1.61 6.53
H 0.84 1.03 5.54
H 0.34 0.45 3.94
H -1.22 -0.18 6.11
H -0.92 -1.38 4.86
H 0.57 -1.14 7.50
H 0.01 -2.61 6.67
O -1.49 2.59 -7.51
C -2.61 2.94 -7.74
O -3.69 2.20 -7.38
C -4.90 2.82 -7.88
C -4.54 4.28 -8.11
C -3.06 4.19 -8.48
H -5.18 2.31 -8.81
H -5.69 2.69 -7.15
H -5.16 4.76 -8.86
H -4.64 4.83 -7.18
H -2.91 4.03 -9.55
H -2.48 5.05 -8.15
```

Results
M in g mol⁻¹: 701.1
HOMO energy in eV: -12.05
LUMO energy in eV: -3.32
Frontier orbital gap in eV: 8.73
Total charge: +1

Here are the Löwdin charges for atoms 1 to 5, given in e:
1 C -0.142
2 Si 0.561
3 C -0.127
4 C -0.168
5 N -0.095

---

Entry 9:
Computed, not measured: 2 unconnected molecules or ions with the total composition C5H13NO2, with ωB97M-V with the def2-TZVPD basis set.

```
21
C5H13NO2 (ωB97M-V with the def2-TZVPD basis set)
C -1.72 2.01 -0.43
C -0.64 1.04 0.09
N -1.09 -0.35 -0.10
C 0.03 -2.56 -0.79
C 0.09 -1.25 0.00
C 0.51 -1.47 1.46
O 1.44 -2.29 1.64
H -1.89 1.94 -1.51
H -2.65 1.90 0.14
H -1.45 3.03 -0.17
H 0.36 1.14 -0.34
H -0.42 1.44 1.09
H -1.84 -0.66 0.51
H -0.74 -2.63 -1.54
H -0.30 -3.26 0.00
H 1.01 -2.95 -1.09
H 0.93 -0.70 -0.50
H -0.08 -1.07 2.29
H 2.95 2.67 -0.95
H 2.99 1.87 0.49
O 2.49 2.17 -0.28
```

Results
M in g mol⁻¹: 119.2
Multiplicity: 2
HOMO energy (alpha / beta) in eV: 0.61 / -3.10
<S²>: 0.75
LUMO energy (alpha / beta) in eV: 3.16 / 3.08
Frontier orbital gap (alpha / beta) in eV: 2.55 / 6.19
Total charge: -1

Here are the Löwdin charges for atoms 1 to 5, given in e:
1 C -0.130
2 C -0.315
3 N -0.047
4 C -0.114
5 C -0.452

---

Entry 10:
Computed, not measured: C3H8N2S in the gas phase, with ωB97M-V with the def2-TZVPD basis set.

```
14
C3H8N2S (ωB97M-V with the def2-TZVPD basis set)
C 0.98 -2.29 -0.32
C -0.62 0.96 0.74
C -1.96 0.73 -0.06
H 0.13 -2.24 0.32
H 2.13 -2.35 0.02
H 0.86 -2.96 -1.23
H 1.23 1.11 0.66
H -2.76 1.38 0.52
H -2.25 -0.32 -0.12
H -1.74 0.99 -1.11
H -1.21 1.89 2.26
N 0.52 0.66 0.16
N -0.45 1.45 1.90
S 0.80 -0.54 -1.12
```

Results
M in g mol⁻¹: 104.2
HOMO energy in eV: -9.04
LUMO energy in eV: 0.81
Frontier orbital gap in eV: 9.85
Structure (SMILES): [H]/N=C(\C)NSC

Here are the Löwdin charges for atoms 1 to 5, given in e:
1 C -0.342
2 C -0.599
3 C -0.039
4 H -0.011
5 H 0.077

---

Entry 11:
Computed, not measured: 2 unconnected molecules or ions with the total composition H2NO2P, with ωB97M-V with the def2-TZVPD basis set.

```
6
H2NO2P (ωB97M-V with the def2-TZVPD basis set)
N -1.85 0.03 0.27
O -0.18 1.89 -0.16
O 1.97 0.11 0.13
P -0.36 0.49 0.09
H -2.31 -0.93 0.15
H 1.87 0.83 -0.53
```

Results
M in g mol⁻¹: 79.0
HOMO energy (alpha / beta) in eV: -11.34 / -11.34
LUMO energy (alpha / beta) in eV: -3.14 / -3.14
Frontier orbital gap (alpha / beta) in eV: 8.20 / 8.20

Here are the Löwdin charges for atoms 1 to 5, given in e:
1 N -0.165
2 O -0.344
3 O -0.257
4 P 0.776
5 H 0.047

---

Entry 12:
Computed, not measured: C4H8O in the gas phase, with ωB97M-V with the def2-TZVPD basis set.

```
13
C4H8O (ωB97M-V with the def2-TZVPD basis set)
C -1.66 -0.34 -0.73
C -0.62 0.14 0.27
C 0.14 1.43 0.39
C -0.07 -0.94 1.08
O -0.66 -0.27 -1.64
H -2.09 -1.36 -0.37
H -2.69 0.22 -1.03
H 0.77 1.31 1.25
H -0.55 2.25 0.45
H 0.84 1.62 -0.41
H 0.62 -0.52 1.78
H 0.44 -1.66 0.48
H -0.86 -1.40 1.60
```

Results
M in g mol⁻¹: 72.1
HOMO energy in eV: -9.08
LUMO energy in eV: 0.29
Frontier orbital gap in eV: 9.38

Here are the Löwdin charges for atoms 1 to 5, given in e:
1 C -0.370
2 C -0.208
3 C -0.026
4 C -0.050
5 O -0.109